1.
{"formula": "C28H31FMnN4O8", "method": "the ωB97M-V functional and the def2-TZVPD basis", "total_energy_ha": -3156.00349, "spin_multiplicity": 4, "s_squared": 4.068, "total_charge": 4, "orbital_gap_ha": [0.1290, 0.2029], "symbols": ["Mn", "O", "C", "O", "C", "C", "C", "C", "C", "N", "C", "O", "O", "H", "H", "H", "H", "H", "F", "C", "C", "C", "C", "O", "C", "C", "N", "C", "C", "C", "C", "C", "C", "N", "C", "C", "N", "C", "C", "C", "O", "O", "H", "H", "H", "H", "H", "H", "H", "H", "H", "H", "H", "H", "H", "H", "H", "H", "H", "H", "C", "C", "C", "O", "C", "H", "H", "H", "H", "H", "H", "H", "H"], "coordinates": [[-0.670, -2.988, 1.549], [-0.459, -2.653, 5.634], [-0.680, -2.990, 4.422], [-1.115, -2.248, 3.524], [-0.521, -4.438, 4.085], [-0.385, -5.512, 4.947], [-0.611, -6.785, 4.429], [-1.096, -6.932, 3.128], [-1.206, -5.796, 2.343], [-0.805, -4.612, 2.799], [-1.965, -5.544, 1.065], [-2.505, -6.465, 0.355], [-2.112, -4.359, 0.755], [-0.626, -1.718, 5.853], [-0.152, -5.357, 5.993], [-0.493, -7.656, 5.061], [-1.403, -7.908, 2.774], [-2.417, -7.384, 0.652], [-2.062, 1.639, -3.215], [-1.259, 1.815, -2.163], [-1.160, 0.780, -1.288], [-0.343, 0.861, -0.147], [-0.152, -0.241, 0.745], [-0.864, -1.325, 0.634], [0.817, -0.065, 1.753], [1.362, 1.181, 1.991], [1.089, 2.242, 1.243], [1.539, 3.570, 1.634], [2.705, 3.798, 2.540], [2.830, 4.130, 1.087], [0.320, 2.091, 0.090], [0.204, 3.136, -0.824], [-0.552, 3.052, -2.001], [-0.605, 4.064, -2.916], [0.178, 5.290, -2.807], [-0.693, 6.536, -2.987], [-1.571, 6.422, -4.212], [-1.224, 5.221, -5.032], [-1.357, 3.962, -4.186], [1.252, -1.202, 2.614], [1.871, -1.073, 3.628], [0.946, -2.421, 2.126], [-1.738, -0.113, -1.486], [2.020, 1.316, 2.839], [0.699, 4.246, 1.731], [3.285, 2.972, 2.928], [2.600, 4.613, 3.241], [3.447, 3.473, 0.486], [2.844, 5.167, 0.782], [0.746, 4.038, -0.600], [0.982, 5.275, -3.546], [0.657, 5.383, -1.840], [-0.043, 7.403, -3.089], [-1.330, 6.687, -2.119], [-1.498, 7.267, -4.782], [-2.552, 6.364, -3.934], [-0.221, 5.357, -5.430], [-1.907, 5.146, -5.876], [-0.998, 3.128, -4.790], [-2.413, 3.783, -3.983], [0.629, -3.209, -2.416], [1.800, -2.772, -1.524], [1.654, -3.735, -0.366], [0.207, -3.769, -0.123], [-0.474, -3.564, -1.419], [0.913, -4.085, -2.998], [0.305, -2.437, -3.110], [1.672, -1.743, -1.177], [2.766, -2.862, -2.014], [2.161, -3.465, 0.555], [1.948, -4.746, -0.659], [-1.201, -2.763, -1.290], [-1.011, -4.476, -1.671]], "mulliken_spin": [3.502, -0.003, -0.004, -0.047, 0.022, -0.004, 0.007, -0.002, 0.017, -0.039, -0.001, 0.005, 0.007, 0.000, 0.000, 0.000, 0.000, 0.000, 0.000, 0.002, 0.000, -0.014, -0.006, -0.126, 0.047, 0.003, 0.004, -0.001, 0.000, 0.001, -0.003, -0.002, 0.001, 0.001, 0.000, 0.000, 0.000, 0.000, 0.000, -0.005, -0.047, -0.156, 0.000, -0.001, 0.000, 0.000, 0.000, 0.000, 0.000, 0.000, 0.000, 0.000, 0.000, 0.000, 0.000, 0.000, 0.000, 0.000, 0.000, 0.000, -0.002, 0.005, 0.002, -0.147, 0.012, -0.001, 0.001, 0.000, 0.000, -0.004, -0.013, -0.004, -0.008]}


2.
{"formula": "C28H31FeN6O2SSe", "method": "the ωB97M-V functional and the def2-TZVPD basis", "total_energy_ha": -5627.22751, "spin_multiplicity": 6, "s_squared": 8.782, "total_charge": 2, "relative_energy_kj_mol": 373.81, "orbital_gap_ha": [0.2951, 0.1465], "symbols": ["Fe", "C", "C", "C", "C", "C", "C", "C", "C", "C", "C", "H", "H", "H", "H", "H", "H", "H", "H", "H", "H", "H", "H", "H", "H", "N", "C", "C", "C", "C", "C", "C", "S", "O", "O", "N", "C", "N", "C", "C", "C", "N", "H", "H", "H", "H", "H", "H", "H", "H", "H", "C", "N", "C", "Se", "N", "C", "C", "C", "C", "C", "C", "H", "H", "H", "H", "H", "H", "H", "H"], "coordinates": [[12.780, 10.330, 13.189], [12.219, 15.052, 13.869], [13.043, 13.770, 13.621], [13.438, 13.330, 15.042], [12.163, 12.815, 12.830], [11.206, 12.043, 13.524], [10.264, 11.321, 12.773], [10.121, 11.457, 11.441], [8.863, 10.959, 10.747], [11.148, 12.031, 10.724], [12.166, 12.736, 11.356], [12.812, 15.875, 14.188], [11.483, 14.782, 14.650], [11.725, 15.316, 12.875], [13.942, 14.070, 13.060], [12.603, 13.441, 15.752], [14.141, 14.053, 15.310], [13.824, 12.320, 15.108], [11.025, 12.067, 14.546], [9.574, 10.661, 13.321], [9.062, 10.171, 10.013], [8.317, 11.812, 10.325], [8.158, 10.575, 11.520], [11.035, 12.092, 9.606], [12.966, 13.181, 10.690], [15.341, 3.380, 10.820], [14.214, 4.316, 10.745], [14.100, 4.965, 9.496], [13.504, 6.277, 9.502], [12.740, 6.738, 10.540], [12.806, 5.923, 11.750], [13.299, 4.570, 11.728], [11.973, 8.283, 10.454], [10.789, 8.094, 11.265], [11.755, 8.531, 9.064], [12.866, 9.455, 11.256], [14.300, 9.395, 10.963], [15.033, 8.698, 10.175], [16.389, 9.116, 10.144], [16.777, 9.866, 11.253], [15.864, 10.448, 12.217], [14.617, 10.279, 11.908], [15.576, 2.982, 9.958], [15.123, 2.781, 11.502], [14.713, 4.638, 8.706], [13.848, 6.954, 8.650], [12.617, 6.376, 12.637], [13.484, 3.915, 12.725], [17.180, 8.894, 9.424], [17.806, 10.090, 11.313], [16.085, 11.000, 13.190], [9.807, 7.391, 14.278], [9.922, 8.097, 15.574], [11.050, 8.652, 15.998], [12.776, 8.546, 15.195], [10.805, 9.302, 17.119], [9.436, 9.256, 17.415], [8.693, 9.852, 18.409], [7.344, 9.530, 18.437], [6.738, 8.781, 17.419], [7.472, 8.283, 16.310], [8.848, 8.487, 16.418], [8.960, 7.932, 13.728], [9.612, 6.349, 14.367], [10.714, 7.533, 13.729], [11.494, 9.908, 17.583], [9.209, 10.408, 19.164], [6.769, 9.957, 19.283], [5.637, 8.712, 17.500], [7.003, 7.745, 15.487]], "mulliken_spin": [3.779, 0.001, 0.000, 0.012, -0.026, 0.119, -0.030, 0.021, 0.002, -0.006, 0.038, 0.000, 0.001, 0.000, 0.001, 0.001, 0.002, -0.004, -0.009, -0.008, 0.000, 0.000, -0.001, -0.001, -0.002, 0.063, 0.098, 0.113, -0.048, 0.132, 0.050, -0.007, -0.024, 0.031, 0.051, 0.406, -0.023, 0.078, -0.007, 0.067, -0.025, 0.088, 0.001, 0.000, 0.001, -0.001, 0.009, 0.000, 0.001, 0.003, 0.000, -0.007, 0.002, 0.006, 0.042, 0.002, 0.000, 0.000, 0.000, 0.000, 0.000, -0.001, 0.001, 0.000, 0.005, 0.000, 0.000, 0.000, 0.000, 0.000]}


3.
{"formula": "C28H31N2", "method": "the ωB97M-V functional and the def2-TZVPD basis", "total_energy_ha": -1194.79296, "spin_multiplicity": 1, "total_charge": 1, "relative_energy_kj_mol": 157.43, "orbital_gap_ha": 0.2762, "symbols": ["C", "C", "N", "C", "C", "C", "H", "H", "H", "H", "H", "H", "H", "H", "H", "C", "C", "C", "C", "C", "N", "C", "C", "C", "C", "C", "C", "C", "C", "C", "C", "C", "C", "C", "C", "C", "C", "C", "C", "H", "H", "H", "H", "H", "H", "H", "H", "H", "H", "H", "H", "H", "H", "H", "H", "H", "H", "H", "H", "H", "H"], "coordinates": [[2.190, 0.409, 2.334], [2.307, -0.050, 0.926], [2.014, -1.174, 0.410], [2.435, -1.209, -1.048], [2.818, 0.237, -1.389], [2.880, 0.993, -0.043], [2.448, 1.469, 2.365], [1.170, 0.276, 2.711], [2.891, -0.127, 2.984], [3.301, -1.881, -1.181], [1.620, -1.606, -1.666], [3.785, 0.274, -1.894], [2.036, 0.684, -2.006], [2.279, 1.911, -0.009], [3.907, 1.248, 0.254], [4.634, -3.982, -3.736], [5.481, -4.965, -3.210], [4.991, -5.888, -2.283], [3.653, -5.842, -1.880], [3.168, -6.845, -0.866], [2.129, -6.296, 0.030], [0.831, -7.004, 0.098], [0.432, -7.461, 1.476], [-0.917, -7.420, 1.847], [-1.299, -7.774, 3.144], [-0.333, -8.185, 4.071], [1.009, -8.272, 3.683], [1.386, -7.934, 2.377], [2.330, -5.145, 0.655], [1.396, -4.562, 1.562], [0.595, -3.510, 1.210], [-0.561, -3.063, 1.937], [-1.385, -2.035, 1.409], [-2.467, -1.546, 2.131], [-2.754, -2.067, 3.409], [-1.970, -3.108, 3.930], [-0.908, -3.628, 3.192], [2.795, -4.883, -2.429], [3.291, -3.941, -3.340], [5.018, -3.253, -4.451], [6.527, -5.014, -3.511], [5.623, -6.670, -1.856], [2.737, -7.733, -1.346], [4.026, -7.166, -0.252], [0.044, -6.340, -0.300], [0.914, -7.869, -0.577], [-1.651, -7.104, 1.100], [-2.354, -7.732, 3.424], [-0.625, -8.449, 5.090], [1.774, -8.610, 4.386], [2.426, -8.035, 2.057], [3.255, -4.607, 0.419], [1.363, -4.974, 2.571], [0.892, -2.916, 0.337], [-1.142, -1.648, 0.416], [-3.096, -0.764, 1.700], [-3.593, -1.672, 3.983], [-2.194, -3.525, 4.916], [-0.331, -4.478, 3.566], [1.737, -4.863, -2.151], [2.617, -3.180, -3.737]], "nbo_charge": [-0.674, 0.344, -0.477, -0.245, -0.434, -0.480, 0.226, 0.244, 0.242, 0.195, 0.191, 0.220, 0.216, 0.229, 0.226, -0.202, -0.191, -0.220, 0.015, -0.260, -0.266, -0.251, -0.072, -0.197, -0.194, -0.203, -0.214, -0.174, 0.319, -0.390, -0.090, -0.041, -0.180, -0.218, -0.175, -0.215, -0.184, -0.261, -0.184, 0.232, 0.232, 0.218, 0.235, 0.232, 0.243, 0.233, 0.221, 0.232, 0.232, 0.229, 0.199, 0.234, 0.254, 0.250, 0.217, 0.228, 0.228, 0.226, 0.209, 0.212, 0.226]}


4.
{"formula": "C28H31N3O6S", "method": "the ωB97M-V functional and the def2-TZVPD basis", "total_energy_ha": -2099.49419, "spin_multiplicity": 1, "total_charge": 0, "smiles": "COc1ccc([C@@H](C(=O)NC[C@@H]2CCCO2)N(C(=O)CNC(=O)c2cccs2)c2ccccc2)cc1OC", "relative_energy_kj_mol": 42.79, "orbital_gap_ha": 0.2932, "symbols": ["C", "H", "O", "C", "C", "C", "C", "C", "C", "O", "C", "H", "H", "H", "H", "C", "N", "C", "O", "C", "N", "C", "O", "C", "C", "C", "C", "S", "H", "H", "H", "H", "H", "H", "C", "C", "C", "C", "C", "C", "H", "H", "H", "H", "H", "H", "C", "O", "N", "H", "C", "H", "H", "C", "H", "C", "H", "C", "H", "C", "H", "O", "H", "H", "H", "H", "H", "H", "H"], "coordinates": [[2.600, 1.541, -5.576], [2.990, 1.331, -6.571], [1.930, 0.371, -5.179], [1.354, 0.349, -3.945], [1.351, 1.398, -3.043], [0.735, 1.273, -1.806], [0.123, 0.086, -1.448], [0.107, -0.973, -2.354], [0.711, -0.858, -3.592], [0.744, -1.837, -4.540], [0.156, -3.076, -4.239], [-0.917, -2.980, -4.040], [0.303, -3.692, -5.126], [0.641, -3.554, -3.382], [-0.393, -1.888, -2.080], [-0.590, -0.037, -0.120], [0.091, 0.709, 0.949], [1.430, 0.618, 1.087], [2.104, -0.203, 0.484], [2.176, 1.616, 1.980], [1.466, 2.758, 2.486], [1.023, 3.740, 1.660], [1.244, 3.743, 0.464], [0.248, 4.802, 2.314], [-0.398, 5.823, 1.671], [-1.094, 6.675, 2.549], [-0.969, 6.298, 3.849], [0.001, 4.896, 4.029], [-1.384, 6.762, 4.721], [-1.661, 7.530, 2.230], [-0.364, 5.938, 0.603], [1.171, 2.755, 3.449], [2.997, 1.969, 1.344], [2.613, 1.063, 2.814], [-0.768, 1.364, 1.863], [-0.767, 0.989, 3.202], [-1.636, 1.598, 4.091], [-2.517, 2.570, 3.648], [-2.525, 2.936, 2.313], [-1.657, 2.337, 1.419], [-1.650, 2.634, 0.381], [-3.209, 3.696, 1.964], [-3.197, 3.039, 4.342], [-1.632, 1.302, 5.129], [-0.090, 0.216, 3.536], [-1.586, 0.411, -0.218], [-0.845, -1.490, 0.332], [-1.973, -1.892, 0.545], [0.265, -2.220, 0.493], [1.157, -1.782, 0.272], [0.243, -3.590, 0.941], [-0.681, -3.748, 1.503], [1.100, -3.769, 1.593], [0.313, -4.589, -0.234], [1.083, -4.237, -0.935], [-1.050, -4.785, -0.908], [-0.922, -5.049, -1.959], [-1.620, -5.969, -0.130], [-2.076, -5.627, 0.799], [-0.361, -6.785, 0.159], [-0.155, -7.490, -0.659], [0.715, -5.863, 0.247], [-0.414, -7.344, 1.097], [-2.356, -6.535, -0.696], [-1.671, -3.897, -0.828], [0.759, 2.114, -1.130], [1.830, 2.332, -3.285], [3.432, 1.777, -4.904], [1.921, 2.398, -5.628]], "nbo_charge": [-0.251, 0.199, -0.496, 0.325, -0.292, -0.245, 0.052, -0.320, 0.253, -0.484, -0.250, 0.175, 0.200, 0.173, 0.222, -0.158, -0.489, 0.713, -0.640, -0.321, -0.613, 0.660, -0.626, -0.313, -0.196, -0.261, -0.389, 0.440, 0.240, 0.230, 0.245, 0.406, 0.254, 0.233, 0.254, -0.259, -0.208, -0.218, -0.184, -0.258, 0.233, 0.221, 0.218, 0.219, 0.219, 0.245, 0.677, -0.639, -0.640, 0.443, -0.247, 0.216, 0.209, 0.097, 0.178, -0.445, 0.202, -0.433, 0.207, -0.065, 0.162, -0.532, 0.184, 0.219, 0.244, 0.238, 0.220, 0.175, 0.173]}